# 1
{"formula": "C10H19NO2S", "method": "ωB97M-V/def2-TZVPD", "species": ["C", "C", "C", "C", "C", "C", "C", "C", "C", "C", "N", "O", "O", "S", "H", "H", "H", "H", "H", "H", "H", "H", "H", "H", "H", "H", "H", "H", "H", "H", "H", "H", "H"], "coordinates": [[-0.8339, -0.0495, -1.5849], [0.4245, 0.4152, -1.4301], [-0.9523, -0.6262, 0.9338], [-1.6940, -0.4135, -0.3983], [-0.0896, 0.6948, 1.0797], [0.9153, 0.7072, -0.1079], [1.3795, 0.5853, -2.6428], [-0.7502, 2.0315, 1.3157], [2.1160, 1.5676, 0.1666], [-3.5373, -2.0401, -0.1790], [2.2495, -1.5322, 1.7164], [3.4715, -1.1269, -0.2458], [-2.4589, -1.5551, -0.9046], [2.0689, -1.3728, 0.0436], [-1.1034, -0.2433, -2.5956], [-1.4750, -0.5711, 1.8811], [-0.4619, -1.6050, 0.7798], [-2.5651, 0.2506, -0.3013], [0.4344, 0.4054, 1.9324], [1.0317, -0.0445, -3.3890], [2.2826, 0.4340, -2.2350], [1.4126, 1.6925, -2.9330], [-0.1548, 2.8699, 1.5288], [-1.4784, 1.8860, 2.0027], [-1.1482, 2.2243, 0.2949], [2.5395, 1.5373, 1.2637], [1.7443, 2.6758, -0.0413], [2.8749, 1.2034, -0.4158], [-4.3282, -2.3771, -0.8200], [-3.8829, -1.1573, 0.5989], [-3.1215, -2.8390, 0.3457], [3.1714, -1.3112, 2.0338], [1.9191, -2.3159, 2.3070]], "spin_multiplicity": 1, "charge": 0, "orbital_gap_ev": 7.84, "homo_energy_ev": -7.4, "relative_energy_kj_mol": 561.17}

# 2
{"formula": "C10H19NP", "method": "ωB97M-V/def2-TZVPD", "species": ["C", "C", "C", "C", "C", "C", "C", "C", "C", "C", "N", "P", "H", "H", "H", "H", "H", "H", "H", "H", "H", "H", "H", "H", "H", "H", "H", "H", "H", "H", "H"], "coordinates": [[3.3929, 1.3484, 0.5187], [2.6183, 0.2259, 1.0493], [3.2028, -1.0873, 0.5178], [2.9060, -0.9710, -0.9399], [2.2041, 0.8339, -0.2393], [-3.5810, 0.4980, 0.4123], [-2.4160, -1.7183, -0.1079], [-1.0858, 0.4125, 0.1186], [-0.2061, 0.7990, -1.0113], [-2.4422, -0.2282, -0.3678], [0.9948, 1.5771, -0.6174], [1.7371, -2.1070, -0.1372], [3.0746, 2.2955, 1.0329], [4.4395, 1.3417, 0.1728], [2.0752, 0.4431, 1.9384], [4.1881, -1.4090, 0.9975], [3.4843, -0.8623, -1.7701], [-4.1150, 1.2110, -0.1996], [-3.2954, 1.0292, 1.3276], [-4.4445, -0.1266, 0.6909], [-2.7532, -2.2454, -0.9915], [-3.0566, -1.9711, 0.7407], [-1.4315, -2.1076, 0.1043], [-1.3315, 1.1159, 0.8375], [-0.4994, -0.3248, 0.7682], [-0.7116, 1.5227, -1.7438], [0.0035, -0.1193, -1.5595], [-2.5458, -0.1073, -1.4058], [0.8160, 2.1813, 0.2172], [1.1113, 2.3453, -1.2802], [2.6597, -3.3350, -0.4156]], "spin_multiplicity": 1, "charge": 1, "orbital_gap_ev": 9.59, "homo_energy_ev": -12.8, "relative_energy_kj_mol": 372.40}

# 3
{"formula": "C10H19O7PS2", "method": "ωB97M-V/def2-TZVPD", "species": ["C", "C", "O", "O", "C", "C", "C", "C", "C", "C", "C", "O", "S", "O", "O", "C", "P", "O", "O", "S", "H", "H", "H", "H", "H", "H", "H", "H", "H", "H", "H", "H", "H", "H", "H", "H", "H", "H", "H"], "coordinates": [[5.7424, -0.1836, 0.9078], [4.6391, 0.7883, 0.6013], [4.8024, 1.9255, 0.2505], [3.4045, 0.2442, 0.7784], [2.4580, 0.4640, -0.2854], [1.3128, 1.3363, 0.1972], [0.4007, 1.7912, -0.9441], [-0.4913, 0.7214, -1.5954], [-0.9896, -0.3808, -0.6685], [-1.7710, -1.4825, -1.3932], [-1.9240, -2.6938, -0.4916], [-2.6332, -2.3793, 0.7369], [-1.9326, -1.3122, 1.6534], [-2.8394, -1.0305, 2.7201], [-0.5972, -1.7340, 1.9376], [-1.8268, 0.1068, 0.5535], [-3.4937, 0.8470, 0.2135], [-4.4360, -0.3897, -0.1669], [-4.0662, 1.2653, 1.6476], [-3.4798, 2.2870, -1.0452], [6.6947, 0.2764, 0.6602], [5.7354, -0.4315, 1.9698], [5.6088, -1.1024, 0.3398], [2.1209, -0.5320, -0.5775], [2.9661, 0.9499, -1.1203], [1.7576, 2.2166, 0.6644], [0.7856, 0.8054, 0.9934], [-0.2040, 2.6448, -0.6324], [1.0609, 2.1784, -1.7259], [0.0762, 0.2301, -2.3926], [-1.3340, 1.2061, -2.0828], [-0.1136, -0.8740, -0.2386], [-1.1955, -1.8056, -2.2643], [-2.7292, -1.1102, -1.7578], [-0.9394, -3.0816, -0.2208], [-2.4737, -3.5030, -0.9635], [-1.3148, 0.8719, 1.1441], [-5.3194, -0.2735, 0.2066], [-3.4618, 1.1435, 2.3907]], "spin_multiplicity": 1, "charge": 0, "orbital_gap_ev": 9.81, "homo_energy_ev": -9.4, "relative_energy_kj_mol": 0.00}

# 4
{"formula": "C10H20", "method": "ωB97M-V/def2-TZVPD", "species": ["C", "C", "C", "C", "C", "C", "C", "C", "C", "C", "H", "H", "H", "H", "H", "H", "H", "H", "H", "H", "H", "H", "H", "H", "H", "H", "H", "H", "H", "H"], "coordinates": [[1.2545, -3.1969, -0.2268], [2.2932, -2.3975, -1.1925], [1.5707, -2.3844, -2.6640], [0.5624, -3.4438, -2.5280], [-0.0364, -3.4036, -1.0860], [-2.1921, 2.7590, 0.9900], [-1.7814, 2.1338, 2.2575], [-0.2914, 2.5556, 2.3720], [0.0011, 3.5001, 1.1645], [-1.3466, 3.9768, 0.7871], [1.5626, -4.1933, 0.1398], [0.9116, -2.4830, 0.5999], [3.2564, -2.9249, -1.4161], [2.3733, -1.2822, -0.7200], [2.4127, -2.8910, -3.5065], [1.3619, -1.2338, -2.8768], [1.0641, -4.4505, -2.6814], [-0.2577, -3.5826, -3.2543], [-0.4606, -4.3002, -0.7844], [-0.7897, -2.5945, -0.9053], [-2.1712, 1.8867, 0.2086], [-3.2455, 3.0741, 1.0130], [-1.8082, 0.9974, 2.3061], [-2.2786, 2.5946, 3.0982], [0.4542, 1.7208, 2.4114], [-0.0409, 3.2030, 3.1986], [0.4452, 2.9289, 0.4016], [0.4647, 4.3307, 1.6912], [-1.4118, 4.2637, -0.2189], [-1.8765, 4.8371, 1.4213]], "spin_multiplicity": 1, "charge": 0, "orbital_gap_ev": 11.31, "homo_energy_ev": -10.6, "relative_energy_kj_mol": 301.29}

# 5
{"formula": "C10H20AuF3IO7PS", "method": "ωB97M-V/def2-TZVPD", "species": ["Au", "C", "C", "C", "C", "O", "P", "O", "O", "O", "C", "C", "C", "C", "H", "H", "H", "H", "H", "H", "H", "H", "H", "H", "H", "H", "H", "H", "H", "H", "H", "H", "I", "C", "H", "H", "F", "C", "F", "F", "S", "O", "O", "O"], "coordinates": [[-0.8941, 0.3054, 0.0924], [-3.3333, -2.8248, -2.2528], [-2.5716, -1.6876, -2.9302], [-2.7819, -1.7565, -4.4509], [-3.0979, -0.3442, -2.4181], [-1.1823, -1.8011, -2.7299], [-0.5137, -2.4893, -1.3741], [-0.6829, -3.9655, -1.3976], [-1.0053, -1.7978, -0.1333], [1.0068, -2.0300, -1.5850], [1.8423, -2.2850, -2.6972], [1.7405, -1.1159, -3.6824], [3.2656, -2.3880, -2.1352], [1.4573, -3.5918, -3.3915], [-4.4060, -2.7316, -2.4286], [-3.1243, -2.7891, -1.1884], [-2.9734, -3.7792, -2.6271], [-3.8410, -1.6786, -4.6947], [-2.3897, -2.6972, -4.8316], [-2.2449, -0.9389, -4.9246], [-4.1476, -0.2188, -2.6872], [-2.5169, 0.4714, -2.8391], [-2.9919, -0.3025, -1.3363], [1.9315, -0.1864, -3.1517], [0.7337, -1.0797, -4.0909], [2.4593, -1.2222, -4.4966], [3.5369, -1.4424, -1.6718], [3.9778, -2.6295, -2.9246], [3.2928, -3.1661, -1.3757], [0.4567, -3.4913, -3.8008], [1.4336, -4.3920, -2.6573], [2.1644, -3.8286, -4.1884], [-1.8043, 3.4077, -1.3745], [-1.1162, 2.3015, 0.3940], [-1.8427, 2.6299, 1.1408], [-0.1735, 2.7895, 0.6166], [3.0233, 3.6428, -1.2491], [2.8398, 2.8776, -0.1580], [2.0853, 3.6087, 0.6825], [4.0503, 2.7773, 0.4340], [2.1957, 1.1466, -0.6145], [1.1951, 1.4375, -1.6013], [3.4353, 0.5976, -1.1237], [1.7751, 0.6630, 0.6738]], "spin_multiplicity": 1, "charge": -2, "orbital_gap_ev": 6.21, "homo_energy_ev": -1.7, "relative_energy_kj_mol": 109.38}

# 6
{"formula": "C10H20Br10", "method": "ωB97M-V/def2-TZVPD", "species": ["Br", "C", "C", "Br", "H", "H", "H", "H", "Br", "C", "C", "Br", "H", "H", "H", "H", "Br", "C", "C", "Br", "H", "H", "H", "H", "Br", "C", "C", "Br", "H", "H", "H", "H", "Br", "C", "C", "Br", "H", "H", "H", "H"], "coordinates": [[2.5559, -2.0405, 1.3991], [2.9967, -2.2997, -0.5096], [4.4702, -2.7451, -0.6815], [4.6557, -3.3444, -2.5896], [2.8321, -1.3548, -1.0276], [2.2660, -2.9851, -0.9389], [4.7626, -3.5216, 0.0253], [5.1231, -1.8745, -0.6190], [-1.8957, 1.2451, 0.4352], [-3.0319, 2.8685, 0.1706], [-4.3852, 2.4345, -0.1342], [-5.5221, 4.0590, -0.1973], [-2.6113, 3.4188, -0.6711], [-3.0465, 3.3927, 1.1261], [-4.7344, 1.8101, 0.6881], [-4.4384, 1.9072, -1.0866], [0.3706, -4.4104, 2.6461], [-0.4662, -2.6642, 2.8883], [0.5077, -1.5091, 2.7369], [1.7764, -1.5258, 4.2146], [-0.7878, -2.7275, 3.9278], [-1.3272, -2.5940, 2.2236], [-0.0329, -0.5675, 2.6410], [1.0261, -1.6192, 1.7844], [-0.3812, 3.7112, -0.8064], [-0.2150, 2.0847, -1.9972], [-1.5202, 1.9023, -2.7858], [-1.2508, 0.2155, -3.8577], [-0.1602, 1.1871, -1.3811], [0.5604, 2.2272, -2.7498], [-1.8116, 2.7292, -3.4335], [-2.3958, 1.7386, -2.1576], [1.1110, -1.2761, -1.8065], [1.3459, 0.1062, -0.4024], [0.1761, 0.1594, 0.5473], [0.5050, 1.3698, 2.1146], [1.4564, 1.0768, -0.8859], [2.2387, -0.1761, 0.1555], [0.0260, -0.8394, 0.9572], [-0.7484, 0.4312, 0.0378]], "spin_multiplicity": 1, "charge": 0, "orbital_gap_ev": 8.88, "homo_energy_ev": -9.0, "relative_energy_kj_mol": 1072.35}

# 7
{"formula": "C10H20Br2IMoN5OSe", "method": "ωB97M-V/def2-TZVPD", "species": ["Mo", "N", "C", "C", "N", "H", "H", "H", "H", "H", "H", "H", "H", "Br", "C", "Br", "H", "H", "Se", "I", "C", "C", "C", "C", "C", "N", "H", "H", "H", "H", "C", "N", "C", "N", "O", "H", "H", "H", "H", "H", "H"], "coordinates": [[0.1124, -0.0965, 0.1790], [0.9712, -2.0021, -0.4923], [2.2198, -1.7516, -1.2867], [3.0891, -0.8024, -0.4954], [2.2824, 0.4108, -0.1540], [1.2245, -2.5053, 0.3645], [0.3564, -2.6215, -1.0119], [1.9346, -1.3052, -2.2336], [2.7456, -2.6785, -1.4955], [3.9877, -0.5475, -1.0488], [3.3938, -1.2787, 0.4364], [2.3951, 1.1246, -0.8643], [2.6463, 0.8116, 0.7103], [1.5774, -3.2854, 2.7422], [2.3993, -2.1280, 4.0575], [3.5423, -0.7924, 3.2699], [2.9998, -2.7492, 4.7003], [1.6092, -1.6348, 4.5975], [-0.0182, 0.3782, 2.3152], [-3.0706, 1.9112, 0.1027], [-3.1191, -0.1721, -0.1095], [-4.3643, -0.7603, -0.2267], [-4.4617, -2.1405, -0.2288], [-3.2986, -2.8828, -0.0768], [-2.1033, -2.2242, 0.0248], [-1.9761, -0.8764, -0.0224], [-5.2454, -0.1380, -0.2955], [-5.4271, -2.6216, -0.3183], [-3.3196, -3.9646, -0.0288], [-1.2009, -2.7890, 0.1846], [-0.0760, 4.8244, -0.4507], [-0.0183, 3.3588, -0.3917], [-0.1643, 2.5546, -1.4346], [-0.3132, 3.0668, -2.6475], [-0.1538, 1.2788, -1.3037], [0.1902, 5.2218, 0.5231], [-1.0772, 5.1758, -0.7034], [0.6435, 5.2162, -1.1696], [-0.0762, 2.9189, 0.5158], [-0.3908, 4.0559, -2.8090], [-0.4459, 2.4402, -3.4244]], "spin_multiplicity": 1, "charge": 2, "orbital_gap_ev": [7.36, 7.36], "homo_energy_ev": [-14.2, -14.2], "relative_energy_kj_mol": 29.62}